DFT (the ωB97M-V functional and the def2-TZVPD basis) results for the ion CH5N2O2Si with charge -1.

```
! RIJCOSX wB97M-V def2-TZVPD def2/J DEFGRID3
* xyz -1 1
C 2.45032 -0.23261 0.01735
N 1.13098 -0.61538 0.05590
N 0.62520 -1.80517 0.17432
O -0.76265 -1.75399 -0.00522
O 0.30536 0.38397 -0.19095
Si -1.49570 -0.13411 0.00333
H 2.68056 0.72988 -0.41294
H 3.12461 -1.07605 0.10997
H -1.95922 0.43045 -1.24347
H -3.02749 -0.80234 0.13997
H -1.16294 0.39296 1.31254
*
```

F_max = 3.27 eV/A
DFT total energy = -590.4699 Ha
HOMO = -2.75 eV
relative energy (zero: lowest compared OMol25 entry of this formula, charge and spin) = 24.0 kJ/mol

Charges computed using Mulliken, reported in e:
1 C -0.66
2 N 0.77
3 N -0.59
4 O -0.31
5 O -0.48
6 Si 0.40
7 H 0.24
8 H 0.24
9 H -0.17
10 H -0.27
11 H -0.16